# 1
{
  "formula": "C52H104N6O5PS",
  "method": "the ωB97M-V functional and the def2-TZVPD basis",
  "spin_multiplicity": 5,
  "energy_ev": -94899.785,
  "charge": 1,
  "homo_energy_ha": [-0.348, -0.380],
  "elements": ["C", "O", "C", "C", "C", "C", "C", "C", "C", "C", "C", "C", "C", "C", "N", "C", "C", "N", "C", "P", "S", "H", "H", "H", "H", "H", "H", "H", "H", "H", "H", "H", "H", "H", "H", "H", "H", "H", "H", "H", "H", "H", "H", "H", "H", "H", "H", "H", "H", "H", "H", "H", "H", "C", "C", "C", "C", "C", "C", "N", "O", "C", "C", "C", "H", "H", "H", "H", "H", "H", "H", "H", "H", "H", "H", "H", "H", "H", "H", "H", "H", "H", "C", "C", "C", "C", "C", "C", "N", "O", "C", "C", "C", "H", "H", "H", "H", "H", "H", "H", "H", "H", "H", "H", "H", "H", "H", "H", "H", "H", "H", "C", "C", "C", "C", "C", "C", "N", "O", "C", "C", "C", "H", "H", "H", "H", "H", "H", "H", "H", "H", "H", "H", "H", "H", "H", "H", "H", "H", "H", "C", "C", "C", "C", "C", "C", "N", "O", "C", "C", "C", "H", "H", "H", "H", "H", "H", "H", "H", "H", "H", "H", "H", "H", "H", "H", "H", "H", "H"],
  "xyz": [[-7.9009, -5.0477, 5.1340], [-8.6202, -3.8590, 4.8752], [-7.9341, -2.6754, 5.2102], [-7.4035, -1.9629, 3.9558], [-8.4385, -1.0083, 3.3627], [-8.0393, -0.4981, 1.9820], [-6.6426, 0.1532, 1.9357], [-5.5293, -0.8246, 1.4946], [-4.4935, -0.2152, 0.5534], [-3.6234, 0.9079, 1.1596], [-3.2084, 0.6681, 2.6293], [-3.9565, 1.6072, 3.5832], [-4.3157, 0.9355, 4.9158], [-4.4378, 1.9895, 5.9944], [-4.9650, 1.5321, 7.3073], [-5.7450, 2.4010, 8.0313], [-6.0487, 1.7884, 9.1745], [-5.4750, 0.5692, 9.1337], [-4.8085, 0.4069, 8.0015], [-3.8951, -1.1338, 7.6292], [-4.5562, -2.5310, 8.8084], [-7.3219, -5.3261, 4.2473], [-8.5952, -5.8581, 5.3199], [-7.2058, -4.9541, 5.9677], [-7.0896, -2.8480, 5.8794], [-8.6724, -2.0141, 5.6625], [-6.5338, -1.3789, 4.2715], [-7.0650, -2.6743, 3.2088], [-8.6065, -0.1855, 4.0538], [-9.3577, -1.5825, 3.2513], [-8.1133, -1.2860, 1.2383], [-8.7434, 0.2675, 1.6584], [-6.4327, 0.6002, 2.9047], [-6.6750, 0.9442, 1.1861], [-5.0849, -1.3134, 2.3586], [-6.0302, -1.6178, 0.9443], [-5.0078, 0.1524, -0.3275], [-3.8014, -1.0071, 0.2743], [-2.7579, 1.0732, 0.5272], [-4.1850, 1.8397, 1.1214], [-2.1509, 0.9130, 2.6929], [-3.2944, -0.3784, 2.9066], [-4.8608, 2.0315, 3.1595], [-3.2913, 2.4385, 3.8151], [-3.4566, 0.3112, 5.1548], [-5.2077, 0.3223, 4.8220], [-5.1514, 2.7296, 5.6478], [-3.5015, 2.5240, 6.1074], [-6.0130, 3.3802, 7.6969], [-6.6453, 2.1537, 9.9820], [-5.5226, -0.1495, 9.8497], [-2.5209, -0.9288, 7.8379], [-4.1717, -1.4590, 6.2986], [-4.3266, 0.9240, -6.1187], [-3.6447, 0.0736, -5.0218], [-3.0470, -1.1855, -5.6500], [-4.0997, -2.2172, -6.0534], [-5.0219, -2.5419, -4.8786], [-5.6407, -1.3027, -4.2282], [-4.6129, -0.2608, -3.9340], [-3.9541, -0.5987, -2.8709], [-6.7439, -0.7295, -5.1397], [-6.3657, -1.7170, -2.9499], [-2.5241, 0.9496, -4.4739], [-3.5954, 1.5579, -6.6186], [-4.7899, 0.3283, -6.9034], [-5.0827, 1.5847, -5.6930], [-2.3538, -1.6525, -4.9425], [-2.4530, -0.9048, -6.5220], [-4.6824, -1.8621, -6.9076], [-3.6026, -3.1301, -6.3863], [-5.8194, -3.2102, -5.2100], [-4.4477, -3.0971, -4.1294], [-7.1100, 0.2223, -4.7520], [-7.5894, -1.4163, -5.1796], [-6.4287, -0.5812, -6.1691], [-5.7126, -2.2490, -2.2586], [-7.1895, -2.3862, -3.1953], [-6.7787, -0.8480, -2.4328], [-2.9260, 1.8560, -4.0164], [-1.8523, 1.2535, -5.2756], [-1.9100, 0.4407, -3.7336], [3.9405, 1.1220, -0.3866], [2.4437, 1.4942, -0.5017], [1.7445, 1.2494, 0.8366], [1.5376, -0.2308, 1.1487], [0.8325, -0.9389, -0.0073], [1.5094, -0.7201, -1.3623], [1.7978, 0.7266, -1.6071], [0.7030, 1.3263, -1.9410], [2.8081, -1.5480, -1.4403], [0.6246, -1.2997, -2.4641], [2.4333, 2.9897, -0.8044], [4.5196, 1.9474, 0.0282], [4.1247, 0.2746, 0.2729], [4.3685, 0.8988, -1.3648], [0.7668, 1.7441, 0.8361], [2.3254, 1.7155, 1.6359], [2.4931, -0.7168, 1.3654], [0.9359, -0.3294, 2.0564], [0.7777, -2.0104, 0.1975], [-0.2025, -0.5822, -0.0573], [3.3636, -1.3094, -2.3493], [2.5708, -2.6113, -1.4702], [3.4691, -1.4109, -0.5872], [-0.3827, -0.8838, -2.4527], [0.5240, -2.3757, -2.3251], [1.0540, -1.1294, -3.4531], [2.9240, 3.1987, -1.7565], [2.9723, 3.5242, -0.0222], [1.4259, 3.4013, -0.8396], [5.9326, 1.8905, 5.3190], [6.0252, 2.0745, 3.7863], [6.2775, 0.7197, 3.1228], [7.7001, 0.2014, 3.3306], [8.7289, 1.2510, 2.9101], [8.5067, 2.6180, 3.5609], [7.0864, 3.0637, 3.4380], [6.8783, 3.5073, 2.2388], [8.9296, 2.5665, 5.0426], [9.4461, 3.6365, 2.9213], [4.6573, 2.5962, 3.3625], [4.9239, 1.5949, 5.6079], [6.5916, 1.1135, 5.7015], [6.1541, 2.8214, 5.8417], [6.0894, 0.8002, 2.0468], [5.5599, -0.0096, 3.5073], [7.8575, -0.0893, 4.3728], [7.8447, -0.7050, 2.7397], [9.7337, 0.8978, 3.1497], [8.6926, 1.3567, 1.8210], [8.6632, 3.4933, 5.5526], [10.0102, 2.4483, 5.1179], [8.4977, 1.7351, 5.5945], [9.3297, 3.6843, 1.8400], [10.4799, 3.3583, 3.1224], [9.2795, 4.6351, 3.3280], [4.4466, 3.5658, 3.8181], [3.8759, 1.9043, 3.6795], [4.5627, 2.6987, 2.2824], [5.8257, 1.2153, -6.8538], [5.2391, 0.2734, -5.7769], [6.3232, -0.0784, -4.7571], [7.3702, -1.0508, -5.2986], [6.7060, -2.2962, -5.8851], [5.6180, -1.9798, -6.9132], [4.6609, -0.9522, -6.4056], [3.8342, -1.5098, -5.5779], [6.2649, -1.5097, -8.2313], [4.8822, -3.2667, -7.2762], [4.1450, 1.0824, -5.0907], [5.7965, 2.2498, -6.5129], [6.8684, 1.0085, -7.0880], [5.2470, 1.1676, -7.7766], [5.8590, -0.5240, -3.8704], [6.8119, 0.8389, -4.4208], [7.9970, -0.5640, -6.0505], [8.0428, -1.3455, -4.4906], [7.4626, -2.9340, -6.3466], [6.2726, -2.8783, -5.0651], [5.5048, -1.1623, -8.9322], [6.7943, -2.3374, -8.7029], [6.9991, -0.7183, -8.1023], [4.4727, -3.7695, -6.4016], [5.5722, -3.9612, -7.7540], [4.0650, -3.0697, -7.9719], [3.3513, 1.3474, -5.7915], [4.5599, 2.0078, -4.6915], [3.6974, 0.5495, -4.2516]]
}

---

# 2
{
  "formula": "C22H28N4O4S",
  "method": "the ωB97M-V functional and the def2-TZVPD basis",
  "energy_ev": -48252.766,
  "charge": 0,
  "smiles": "CCN(CC)S(=O)(=O)c1cccc(C(=O)N/N=C/c2ccc(N3CCOCC3)cc2)c1",
  "relative_energy_ev": 3.7579,
  "homo_energy_ha": -0.284,
  "elements": ["C", "C", "N", "C", "C", "S", "O", "O", "C", "C", "C", "C", "C", "C", "O", "N", "N", "C", "C", "C", "C", "C", "N", "C", "C", "O", "C", "C", "C", "C", "C", "H", "H", "H", "H", "H", "H", "H", "H", "H", "H", "H", "H", "H", "H", "H", "H", "H", "H", "H", "H", "H", "H", "H", "H", "H", "H", "H", "H"],
  "xyz": [[8.0723, -1.3911, 1.2847], [7.0997, -0.2192, 1.1799], [6.0595, -0.4227, 0.1948], [6.3908, -0.3202, -1.2091], [6.1781, 1.1005, -1.7252], [4.8987, -1.5594, 0.5525], [5.1057, -2.7916, -0.1623], [4.7659, -1.6235, 1.9779], [3.4480, -0.7602, -0.1386], [2.6258, -1.4440, -1.0128], [1.5189, -0.8002, -1.5444], [1.2394, 0.5100, -1.1946], [2.0657, 1.1882, -0.3021], [1.8546, 2.6133, 0.0764], [2.7694, 3.4024, 0.2107], [0.5681, 3.0176, 0.2804], [-0.4955, 2.2010, 0.2426], [-1.6545, 2.6646, 0.5019], [-2.8227, 1.8251, 0.4618], [-2.7301, 0.4586, 0.1717], [-3.8505, -0.3326, 0.1308], [-5.1285, 0.1961, 0.3809], [-6.2452, -0.6031, 0.2793], [-7.5818, -0.0509, 0.2461], [-8.4680, -0.9658, -0.6106], [-8.4758, -2.2902, -0.1375], [-7.1692, -2.8156, -0.1194], [-6.2560, -1.9671, 0.7679], [-5.2153, 1.5649, 0.6719], [-4.0894, 2.3561, 0.7105], [3.1846, 0.5447, 0.2192], [8.7942, -1.2061, 2.0761], [7.5157, -2.2965, 1.5143], [8.6105, -1.5408, 0.3513], [6.5864, -0.0905, 2.1343], [7.6257, 0.7064, 0.9313], [7.4254, -0.6325, -1.3873], [5.7371, -1.0153, -1.7412], [6.8346, 1.7948, -1.2076], [6.3950, 1.1438, -2.7893], [5.1510, 1.4147, -1.5598], [2.8737, -2.4625, -1.2678], [0.8748, -1.3197, -2.2379], [0.3837, 1.0100, -1.6192], [0.4460, 3.9993, 0.5502], [-1.8054, 3.7215, 0.7586], [-1.7555, 0.0399, -0.0241], [-3.7404, -1.3759, -0.1219], [-7.5667, 0.9361, -0.2146], [-8.0081, 0.0232, 1.2583], [-9.5041, -0.6247, -0.5845], [-8.1028, -0.9436, -1.6492], [-7.2516, -3.8315, 0.2698], [-6.7627, -2.8460, -1.1421], [-5.2519, -2.3838, 0.7780], [-6.6532, -1.9863, 1.7954], [-6.1695, 2.0145, 0.8967], [-4.1896, 3.4058, 0.9488], [3.8448, 1.0604, 0.8983]]
}

---

# 3
{
  "formula": "C28H24BrCl2DyN2PS5",
  "method": "the ωB97M-V functional and the def2-TZVPD basis",
  "spin_multiplicity": 6,
  "energy_ev": -215037.979,
  "charge": 1,
  "relative_energy_ev": 0.1896,
  "homo_energy_ha": [-0.362, -0.363],
  "elements": ["Dy", "S", "C", "S", "C", "C", "S", "S", "S", "N", "C", "C", "C", "C", "C", "C", "P", "C", "C", "C", "C", "C", "C", "C", "C", "C", "C", "C", "C", "H", "H", "H", "H", "H", "H", "H", "H", "H", "H", "H", "H", "H", "H", "H", "H", "Cl", "C", "Cl", "H", "H", "C", "C", "C", "C", "C", "Br", "N", "C", "H", "H", "H", "H", "H", "H"],
  "xyz": [[0.4921, 2.1280, -0.7429], [2.8226, 3.9820, 5.1108], [2.1615, 3.6600, 3.6956], [0.4715, 3.2696, 3.4717], [0.4142, 3.4704, 1.6872], [1.6389, 3.8226, 1.1711], [2.0050, 4.2140, -0.5527], [3.0563, 3.7608, 2.2556], [-1.0960, 3.2439, 0.8915], [2.5632, 0.7555, -0.3630], [2.5719, -0.6838, 0.0575], [3.7190, -1.4172, -0.1771], [3.7794, -2.7238, 0.2456], [2.7563, -3.2379, 1.0167], [1.5687, -2.5577, 1.1592], [1.5072, -1.2431, 0.6964], [0.0597, -0.1315, 1.0794], [-1.5520, -0.9502, 0.5910], [-1.7099, -2.3535, 0.1819], [-2.9784, -2.8385, -0.2345], [-4.0215, -1.8891, -0.2063], [-3.8652, -0.6006, 0.2633], [-2.6247, -0.0647, 0.6319], [0.1642, -0.0389, 2.9863], [1.4518, -0.0003, 3.4798], [1.7199, 0.4450, 4.7471], [0.6859, 0.7917, 5.6155], [-0.6544, 0.6164, 5.1544], [-0.9361, 0.2181, 3.8635], [3.2622, 0.8652, -1.0852], [2.8171, 1.3379, 0.4405], [4.5398, -0.8970, -0.6086], [4.6094, -3.3319, 0.1478], [2.7994, -4.2240, 1.4083], [0.6882, -2.8707, 1.7455], [-0.8869, -3.0715, 0.1891], [-3.1323, -3.9068, -0.4617], [-5.0404, -2.2569, -0.5121], [-4.7356, 0.0176, 0.4837], [-2.5647, 0.9184, 1.0084], [2.3044, -0.4250, 2.8928], [2.7468, 0.5537, 5.0147], [0.7246, 1.0243, 6.6618], [-1.4419, 0.8302, 5.8942], [-1.9497, 0.0795, 3.5144], [3.7191, -0.3561, -3.8315], [2.3232, -1.4528, -4.0450], [1.0376, -1.2248, -2.8952], [2.6665, -2.4766, -3.9814], [1.9536, -1.3117, -5.0835], [-3.4065, -1.2208, -4.0582], [-2.6680, 0.0377, -3.8132], [-2.5878, 0.9916, -4.8606], [-1.8532, 2.1403, -4.6585], [-1.0563, 2.2052, -3.5374], [-0.0494, 3.7513, -3.2515], [-1.0589, 1.3302, -2.5983], [-1.8972, 0.2933, -2.6554], [-3.0535, -1.7635, -4.9270], [-4.4656, -0.9931, -4.2638], [-3.4325, -1.7764, -3.1215], [-3.2864, 0.8964, -5.7369], [-1.8988, 2.9883, -5.3544], [-1.8972, -0.3487, -1.8366]]
}